a:
This record from the Open Molecules 2025 dataset describes a gas-phase ion, C9H16N3 (charge +1). The level of theory is the ωB97M-V functional and the def2-TZVPD basis.

Element x y z (Å)
N (-1.13464, 1.73103, 1.90710)
C (-1.90448, 0.99292, 1.06731)
N (-1.22368, 0.79405, -0.50459)
C (-2.00580, -0.12403, -1.30892)
C (-1.84835, -1.49795, -0.80699)
C (-0.75763, -2.04414, -0.32714)
C (0.46220, -1.34415, -0.18859)
C (0.14712, 0.46534, -0.58672)
N (1.08166, 1.34517, -0.25964)
C (2.46200, 0.85242, -0.41907)
C (2.64958, -0.46588, 0.46866)
C (1.93141, -1.69644, -0.16292)
H (-0.62598, 1.31407, 2.62991)
H (-1.57123, 2.58295, 2.22330)
H (-2.86986, 1.48024, 0.76567)
H (-2.09576, -0.01600, 1.26385)
H (-1.27370, 1.76005, -0.83004)
H (-1.56216, -0.21723, -2.32944)
H (-2.99064, 0.26606, -1.31087)
H (-2.80295, -1.98881, -1.01267)
H (-0.97568, -3.09155, 0.01513)
H (0.83231, 2.24266, 0.03287)
H (3.03821, 1.63855, -0.11655)
H (2.72266, 0.66138, -1.52669)
H (2.43007, -0.37561, 1.52217)
H (3.69554, -0.76855, 0.45529)
H (2.06193, -2.46197, 0.52092)
H (2.12785, -2.03458, -1.18131)

LUMO energy (spin up / spin down): -3.0 / -3.5 eV
Kohn-Sham gap (spin up / spin down): 7.6 / 6.7 eV
charge: +1

***

b:
This record from the Open Molecules 2025 dataset describes 2 unconnected molecules or ions with the total composition C9H16N3. The level of theory is the ωB97M-V functional and the def2-TZVPD basis.

Element x y z (Å)
C (-1.50870, 0.75383, 2.54566)
C (0.69596, -0.11296, 2.48140)
N (-0.31804, 0.26635, 3.31908)
N (0.55149, -1.08383, 1.60158)
N (1.85602, 0.52507, 2.51815)
H (-0.25134, 0.13008, 4.30590)
H (-0.31036, -1.57173, 1.46953)
H (1.26731, -1.38963, 0.95961)
H (2.14662, 1.16238, 3.24371)
H (2.53653, 0.37512, 1.78970)
H (-1.53736, 0.28982, 1.56834)
H (-1.23562, 1.78060, 2.25557)
H (-2.42018, 0.66087, 3.12534)
C (1.23821, 1.68458, -2.26457)
C (0.35086, 0.47074, -2.13769)
C (-1.02646, 0.57131, -2.32694)
C (0.88641, -0.76933, -1.74723)
C (-1.86760, -0.53935, -2.23451)
C (0.05417, -1.87924, -1.66845)
C (-1.31948, -1.77114, -1.89333)
H (2.26652, 1.30563, -2.18983)
H (1.17165, 2.41872, -1.45782)
H (-1.40875, 1.51507, -2.71080)
H (1.91850, -1.06305, -1.60899)
H (-2.93552, -0.38343, -2.34585)
H (0.38637, -2.90778, -1.58725)
H (-2.04460, -2.57755, -1.81946)
H (0.85740, 2.13886, -3.19084)

LUMO energy: -3.1 eV
Kohn-Sham gap: 8.9 eV
charge: +1

***

Ranking the structures above by stability puts b first and a last.